ORCA calculation (the ωB97M-V functional and the def2-TZVPD basis) on 2 unconnected molecules or ions with the total composition ClH2NOS.

The value obtained for the frontier orbital gap is 9.5 eV. The total energy comes out at -26926.508 eV. The calculation puts the LUMO energy at -1.521 eV.

CARTESIAN COORDINATES (ANGSTROEM)
1 N -0.151 0.182 0.114
2 O 0.354 2.663 0.317
3 S 0.343 1.502 -0.559
4 Cl -0.209 -2.752 -0.313
5 H -0.324 -1.535 -0.700
6 H -0.013 -0.059 1.142